Entry 1:
94
Properties=species:S:1:pos:R:3 method="wB97M-V/def2-TZVPD" lumo_energy_ev="-11.4 / -11.8" total_charge=+4 multiplicity=3 s_squared=2.006 homo_lumo_gap_ev="7.439 / 7.047"
W 0.22922 -0.60796 -1.54626
C -0.74023 1.26834 -3.94410
C -1.56607 0.02104 -4.01055
O -0.66281 -1.03491 -3.58191
C -1.17372 -2.36951 -3.84558
C -2.14063 -2.70900 -2.73799
O -1.54002 -2.15694 -1.54279
C -1.70607 -2.87409 -0.31301
C -0.34234 -3.41048 0.03405
O 0.61156 -2.32930 -0.22293
C 1.96801 -2.83653 -0.37426
C 2.10803 -3.23395 -1.81857
O 1.57021 -2.11965 -2.59630
C 2.49871 -1.58797 -3.58862
C 3.24336 -0.50443 -2.86319
O 2.20357 0.33926 -2.29767
C 2.17485 1.66524 -2.88845
C 0.87830 2.27143 -2.43074
O -0.13792 1.25350 -2.62088
H -1.34896 2.16733 -4.04018
H 0.04379 1.26412 -4.70312
H -1.89737 -0.17810 -5.02921
H -2.42253 0.06463 -3.33449
H -0.30656 -3.02353 -3.84049
H -1.63650 -2.39368 -4.83102
H -2.25838 -3.78858 -2.64406
H -3.12288 -2.25375 -2.86761
H -2.43088 -3.67976 -0.42493
H -2.09784 -2.17640 0.42630
H -0.08430 -4.25722 -0.60294
H -0.24532 -3.70196 1.08002
H 2.12811 -3.65657 0.32509
H 2.63040 -2.01384 -0.10853
H 1.53210 -4.12173 -2.07954
H 3.14862 -3.40807 -2.08745
H 1.88996 -1.18980 -4.39956
H 3.12846 -2.38758 -3.97346
H 3.88878 0.08362 -3.51348
H 3.84039 -0.89246 -2.03739
H 2.21657 1.57000 -3.97589
H 3.04028 2.23097 -2.54289
H 0.61049 3.16309 -2.99610
H 0.87316 2.49494 -1.36852
O 1.16295 0.27887 0.02113
P 1.13146 0.24027 1.58788
C -0.59643 -0.13695 2.02367
P -1.77120 0.61203 0.85282
O -1.32944 0.20696 -0.59609
C -1.70694 2.37797 1.00650
C -1.80675 2.94643 2.27896
C -1.80967 4.32372 2.41474
C -1.72898 5.13267 1.28651
C -1.65283 4.56785 0.01894
C -1.64193 3.18973 -0.12596
C -3.37568 -0.05728 1.18315
C -3.69303 -0.60613 2.42899
C -4.99351 -1.01294 2.68531
C -5.97136 -0.86871 1.70948
C -5.65840 -0.31610 0.47055
C -4.36551 0.09704 0.20550
C 1.59106 1.81837 2.24478
C 1.76934 1.88687 3.63132
C 2.08135 3.09827 4.22332
C 2.23437 4.23448 3.43661
C 2.07237 4.16438 2.05782
C 1.74597 2.95931 1.45988
C 2.18671 -1.00750 2.28293
C 3.56475 -0.81521 2.12120
C 4.45558 -1.73748 2.64320
C 3.97990 -2.83833 3.34968
C 2.61454 -3.01924 3.53670
C 1.71403 -2.10846 3.00270
H -0.79472 0.23714 3.03171
H -0.76640 -1.21477 2.02652
H -1.90039 2.32885 3.16577
H -1.89224 4.76881 3.39700
H -1.74684 6.20899 1.39575
H -1.62556 5.20786 -0.85303
H -1.61854 2.74137 -1.11155
H -2.94855 -0.71538 3.20824
H -5.24646 -1.43330 3.64903
H -6.98707 -1.17786 1.91744
H -6.43037 -0.19384 -0.27697
H -4.13109 0.55679 -0.74817
H 1.68480 0.99900 4.24939
H 2.22414 3.15480 5.29380
H 2.49467 5.17646 3.90093
H 2.20966 5.05008 1.45242
H 1.62422 2.90637 0.38844
H 3.94071 0.06666 1.61269
H 5.52052 -1.58676 2.52832
H 4.67956 -3.54456 3.77723
H 2.25419 -3.85657 4.11939
H 0.65743 -2.25079 3.19263

=====

Entry 2:
97
Properties=species:S:1:pos:R:3 method="wB97M-V/def2-TZVPD" lumo_energy_ev="0.4 / -1.5" multiplicity=4 s_squared=3.839 homo_lumo_gap_ev="7.648 / 5.800"
Co -0.04137 0.45593 0.31643
O -1.75353 0.92206 -3.01165
C -2.13526 2.21463 -3.06344
C -2.54093 2.73151 -4.29325
C -2.93848 4.05160 -4.40544
C -2.95393 4.88161 -3.29137
C -2.55612 4.36428 -2.06933
C -2.12778 3.04971 -1.93657
C -1.62832 2.55753 -0.59299
O -1.60114 1.20603 -0.47182
N -0.23850 3.06957 -0.41710
N 0.52062 2.36179 0.43368
C 1.67210 3.02649 0.82110
C 2.46420 2.63909 1.79815
Br 1.95900 -0.60532 1.28512
C 3.25907 2.29611 2.77032
C 3.12283 2.72233 4.17500
C 2.17414 3.66603 4.56765
C 2.05563 4.02976 5.89700
C 2.88365 3.45710 6.85556
C 3.83270 2.52178 6.47331
C 3.95173 2.15794 5.14002
H -1.66137 0.70689 -2.04186
H -2.54295 2.06849 -5.14844
H -3.25162 4.43279 -5.36882
H -3.28187 5.90872 -3.37276
H -2.58542 4.99445 -1.18509
H -2.23292 3.03092 0.20582
H -0.11738 4.07809 -0.40183
H 1.91350 3.93959 0.27614
H 4.06588 1.60197 2.54836
H 1.52831 4.11239 3.82097
H 1.31559 4.76332 6.18960
H 2.78866 3.74235 7.89496
H 4.48150 2.07313 7.21368
H 4.69072 1.42418 4.84206
C 3.41897 -3.39401 -0.56719
As 1.63612 -2.61692 -0.71525
C 0.62693 -3.94090 0.26177
C 0.99547 -2.87762 -2.55628
C 1.71694 -2.21470 -3.73881
C 1.10098 -2.86410 -4.99112
C 1.43570 -0.70908 -3.82747
As 1.45008 0.45071 -2.23199
C 3.36085 0.60101 -1.80653
C 1.34093 2.11067 -3.26481
C 3.22184 -2.50238 -3.68764
As 4.27352 -2.19064 -5.34211
C 5.82887 -3.21282 -4.71648
C 5.03697 -0.42847 -4.92944
H 3.47491 -4.31542 -1.14762
H 3.57195 -3.61518 0.48809
H 4.18589 -2.70027 -0.90067
H 1.08092 -4.91961 0.10359
H -0.40111 -3.94045 -0.08957
H 0.65268 -3.68217 1.31847
H -0.04452 -2.55096 -2.49700
H 1.00285 -3.96705 -2.68216
H 0.01227 -2.80495 -4.94618
H 1.38536 -3.91660 -5.06807
H 1.43185 -2.36081 -5.90002
H 0.41496 -0.56132 -4.19663
H 2.09467 -0.25951 -4.57719
H 3.95155 0.81467 -2.69618
H 3.73066 -0.29860 -1.31537
H 3.46400 1.42238 -1.09514
H 2.18500 2.18579 -3.95150
H 1.34718 2.95976 -2.58316
H 0.40657 2.12586 -3.82278
H 3.37596 -3.56543 -3.47236
H 3.69933 -1.93598 -2.88402
H 5.59791 -4.27734 -4.73417
H 6.10848 -2.92068 -3.70350
H 6.67028 -3.03266 -5.38434
H 4.29363 0.35688 -5.05939
H 5.85240 -0.24184 -5.62808
H 5.42579 -0.39742 -3.91154
C -0.32024 1.44884 3.75811
C -1.29553 0.39021 3.34454
C -2.28033 -0.06687 4.25131
C -3.17362 -1.01713 3.86173
C -3.09213 -1.56522 2.56129
C -3.96903 -2.54689 2.03858
Br -5.39232 -3.22509 3.09533
C -3.80718 -3.01243 0.76820
C -2.74698 -2.55154 -0.02839
Br -2.59410 -3.23549 -1.78837
C -1.81897 -1.62442 0.41729
O -0.77623 -1.24911 -0.25874
C -2.05343 -1.09089 1.73813
N -1.20289 -0.10598 2.13516
H -0.76758 2.13871 4.47336
H 0.02654 2.00073 2.88741
H 0.55385 0.99727 4.23317
H -2.32235 0.36056 5.24408
H -3.94827 -1.36007 4.53418
H -4.48967 -3.74680 0.36413

=====

Results for ΔE to the lowest compared entry with this formula, charge and spin: 2.8, 40.8 (in kcal/mol, following the order of the records).
Results for DFT total energy: -2787.90645, -17640.16504 (in Eh, following the order of the records).